(1)
{"formula": "C4H17NO3", "method": "wB97M-V/def2-TZVPD", "homo_lumo_gap_ev": 9.72, "e_above_lowest_kj_mol": 119.52, "smiles": "CCNCC.O.O.O", "elements": ["H", "H", "O", "H", "C", "H", "O", "N", "C", "H", "H", "H", "H", "H", "O", "C", "H", "C", "H", "H", "H", "H", "H", "H", "H"], "coordinates": [[0.8958, -2.1005, -1.5253], [2.0464, -0.7414, -1.8069], [-2.5466, -0.8734, 0.3943], [2.2087, 0.2774, 1.3412], [1.0491, -1.0266, -1.4402], [0.0033, -1.2480, 1.9479], [-0.0565, -1.3103, 2.9040], [0.9352, -0.6726, -0.0359], [1.5165, 0.5694, 0.5485], [-3.0585, 1.3773, -0.3477], [-0.7792, 0.0853, -1.8633], [-1.8823, -0.7476, 1.0717], [0.6461, 0.7111, -2.5741], [0.8488, -1.2879, 3.2259], [-2.1871, 1.7578, -0.3771], [0.4355, 1.5190, 1.0507], [1.0954, -1.4789, 0.5423], [0.1264, -0.2317, -2.3817], [-0.1471, 1.9654, 0.2595], [-0.0985, -0.7275, -3.3205], [-0.2683, 1.0628, 1.7316], [-1.5902, 1.0226, -0.2484], [0.9785, 2.2627, 1.6415], [-2.2445, -1.1689, -0.4500], [2.0731, 1.0042, -0.2882]], "atomic_forces_ev_per_a": [[0.071, -0.003, -0.045], [0.257, -0.692, 0.097], [-1.653, 0.267, 0.844], [0.046, 0.211, -0.028], [0.417, 0.825, -0.427], [0.078, 0.077, -0.168], [-0.177, -0.121, 0.241], [-0.874, -0.119, 0.802], [-0.803, -1.167, -1.283], [-0.425, -0.358, 0.102], [-0.251, -0.358, -0.220], [0.514, -0.291, -0.428], [-0.184, -0.009, -0.371], [0.019, 0.036, 0.002], [0.197, 0.947, -0.391], [1.135, 0.162, 0.398], [0.405, -0.104, -0.145], [0.202, 0.655, 0.951], [0.361, 0.397, -0.135], [0.031, -0.081, -0.015], [-0.047, -0.417, 0.232], [-0.210, -0.293, 0.118], [-0.383, 0.422, -0.178], [1.039, -0.364, -0.329], [0.235, 0.378, 0.378]], "nbo_charge": [0.198, 0.163, -0.962, 0.185, -0.210, 0.463, -0.939, -0.681, -0.219, 0.481, 0.200, 0.486, 0.207, 0.471, -0.953, -0.629, 0.357, -0.625, 0.226, 0.219, 0.212, 0.470, 0.212, 0.481, 0.188]}


(2)
{"formula": "C21H42O13", "method": "wB97M-V/def2-TZVPD", "homo_lumo_gap_ev": 8.93, "e_above_lowest_kj_mol": 1473.45, "smiles": "COC(=O)OC.COC(=O)OC.COC(=O)OC.CC(C)=O.CC(C)=O.CC(C)=O.CC(C)=O", "elements": ["O", "C", "H", "O", "H", "C", "C", "H", "C", "H", "O", "H", "C", "C", "H", "C", "H", "C", "O", "H", "H", "H", "H", "C", "C", "O", "H", "H", "C", "O", "H", "C", "H", "H", "H", "H", "C", "C", "H", "H", "H", "H", "O", "O", "H", "H", "H", "C", "H", "H", "O", "C", "C", "H", "H", "H", "H", "H", "H", "H", "H", "C", "H", "C", "H", "O", "H", "C", "O", "O", "H", "O", "H", "H", "H", "C"], "coordinates": [[-1.4689, 0.4339, -4.7826], [-4.5535, 2.5896, 1.0470], [3.3270, 4.0254, 2.8545], [-3.7525, -1.5561, 3.6081], [-4.5563, 2.7840, 2.1195], [-0.9221, 0.9136, -3.7917], [-2.5806, -1.4885, 3.4745], [-5.3612, 1.9247, 0.7410], [-1.5799, -2.9425, 1.6083], [-3.3041, 0.3595, -0.7758], [3.8595, 3.5036, 0.2101], [-0.5634, -1.9137, 4.1718], [1.7565, -3.4968, -1.7382], [3.0909, 2.5587, 0.5821], [0.0476, -1.6233, -3.0658], [0.3657, 1.1669, 0.9933], [-0.9747, 2.1222, -1.1182], [-0.1099, -3.1484, -0.2227], [0.3837, -1.2155, 1.2972], [-0.3986, 1.9281, 0.8371], [-0.9517, -0.5845, 2.4032], [0.7533, 1.2211, 2.0106], [0.8098, -1.3171, -1.1002], [-0.1980, -0.2401, 0.7983], [2.8059, -0.9711, -0.4656], [1.2262, -3.4112, -0.4081], [2.3727, 2.8604, -1.8606], [1.5082, 0.1032, -1.7546], [-1.2919, -0.3802, -0.2222], [-1.2316, 2.1307, -3.2520], [0.6586, -1.1312, -4.6540], [-3.0540, 1.4201, -0.7489], [-2.1864, -1.2198, 1.3516], [-1.8223, -1.6891, 5.3897], [3.5272, 1.4319, -1.8466], [-1.5437, -2.9394, 2.6977], [0.7292, -0.9473, -3.5819], [-3.2170, 1.9436, 0.6393], [1.7682, 1.2782, -2.0530], [-1.8164, -3.2278, 4.5439], [4.6219, -1.8206, -1.2513], [1.4716, -2.5632, -2.2233], [-0.9742, -2.8883, -1.1136], [-0.2810, -3.1575, 1.0880], [-4.5514, 3.5530, 0.5372], [4.3459, 2.6183, 3.1396], [-2.1900, 0.1170, 0.1443], [-2.0301, -0.7053, 2.2998], [2.8406, -3.5678, -1.8263], [0.4762, 2.5589, -2.0815], [-2.2395, 1.9225, 1.4607], [2.5588, 1.8330, -1.5478], [-0.6133, 2.5640, -2.0467], [3.1075, -2.0702, -2.1829], [-0.8227, 3.6294, -1.9511], [1.1808, 1.3646, 0.2972], [-0.8505, -0.0827, -1.1734], [-2.0155, 1.5480, -1.0544], [3.9994, -0.4855, -2.1094], [-3.7534, 1.9832, -1.3668], [-2.4910, 0.2824, 2.2873], [1.4547, -0.4793, -0.8349], [-1.3927, -1.4644, -0.2718], [-1.5896, -2.1669, 4.4380], [1.0478, 0.1608, -0.0520], [2.4341, 1.7529, -0.1654], [-2.1380, -2.1095, 1.1808], [3.3208, 2.9401, 2.9558], [3.1710, -0.9978, 0.7165], [0.1781, 0.3500, -3.2339], [1.2992, -4.3510, -2.2373], [2.8078, 2.1541, 1.8984], [-2.0414, -3.8511, 1.2215], [1.7069, -1.1413, -3.1407], [2.7211, 2.6899, 3.8308], [3.6786, -1.3752, -1.5674]], "atomic_forces_ev_per_a": [[0.667, 1.402, 2.537], [1.438, -0.657, -0.078], [-0.269, -0.107, -0.662], [-2.489, -0.546, 0.789], [-0.037, -0.201, -0.102], [0.255, -1.251, -2.626], [1.899, 0.585, -0.880], [-0.208, 0.365, -0.068], [-0.323, -4.690, -2.272], [-0.786, 0.513, -0.593], [-3.171, -3.686, 1.612], [0.014, -0.448, 0.024], [-1.881, -0.431, -0.420], [3.791, 3.904, 2.539], [0.001, -0.418, -0.358], [-2.523, 0.439, 2.025], [1.352, 0.306, -0.716], [-0.587, -0.352, -0.866], [-0.089, 4.217, 0.011], [0.254, -0.209, 0.264], [-1.201, 0.005, 0.778], [-0.030, 0.104, -0.174], [0.219, 0.402, 0.401], [1.683, -0.236, 0.692], [0.213, 0.213, 3.481], [-0.385, -0.312, 0.153], [0.902, 0.221, -0.010], [-0.158, -1.812, 1.105], [1.017, -1.113, 1.276], [-0.051, -1.580, -0.113], [0.210, 0.217, 0.057], [-1.770, 1.235, -0.460], [-0.957, 4.954, 2.216], [0.156, -0.123, 0.274], [-0.028, 0.466, -0.131], [0.427, -0.275, -1.272], [-2.297, -0.397, -0.586], [2.258, 0.910, 3.305], [0.821, 1.141, 0.377], [0.245, 0.073, 0.036], [-0.215, -0.271, 0.303], [-0.103, -0.984, -0.198], [3.134, -1.996, 2.084], [0.155, -2.728, -1.717], [-0.471, -0.021, -0.217], [0.059, 0.104, 0.106], [1.972, -1.001, -0.278], [-1.005, 2.770, 2.742], [-0.438, -0.719, 1.149], [-0.487, -0.420, -0.246], [-3.979, 0.933, -2.813], [0.641, 1.833, -2.120], [1.385, 1.598, 0.022], [1.109, 1.138, -0.343], [-0.473, 0.010, -0.217], [-1.983, 0.227, 1.848], [-0.644, 0.357, -0.008], [-2.273, -0.664, 0.107], [-0.302, -0.024, -0.381], [0.033, -0.013, -0.342], [0.030, -0.511, 0.561], [0.687, -0.982, -2.116], [-0.864, 1.065, -0.570], [-0.784, 1.175, 0.630], [1.739, -1.662, -2.377], [1.764, -0.325, -1.853], [1.019, -5.075, -0.694], [0.778, -0.123, 0.871], [-0.213, 0.058, -1.993], [0.445, 1.303, 0.460], [-0.029, 0.065, -0.178], [0.464, 1.456, -2.861], [-0.965, -0.302, 0.733], [-0.138, 1.119, -0.688], [-0.010, -0.067, -0.114], [1.382, -0.151, -0.855]], "lowdin_charge": [0.126, 0.004, 0.097, 0.114, 0.086, -0.501, -0.486, 0.089, -0.025, 0.115, 0.092, 0.096, -0.043, -0.467, 0.095, 0.007, 0.041, -0.505, 0.008, 0.083, 0.095, 0.123, 0.077, -0.464, -0.432, 0.009, 0.120, 0.038, -0.043, 0.032, 0.116, -0.058, 0.017, 0.092, 0.123, 0.070, 0.003, -0.372, 0.056, 0.097, 0.109, 0.028, 0.057, -0.002, 0.089, 0.098, 0.038, -0.062, 0.098, 0.072, -0.027, -0.033, -0.045, 0.032, 0.124, 0.015, 0.109, 0.010, 0.089, 0.115, 0.095, -0.104, 0.065, -0.018, 0.017, -0.064, 0.039, -0.051, 0.107, -0.083, 0.118, -0.033, 0.134, 0.066, 0.096, -0.021]}


(3)
{"formula": "C18H21FNSe2Te2W", "method": "wB97M-V/def2-TZVPD", "homo_lumo_gap_ev": 6.61, "e_above_lowest_kj_mol": 15.38, "total_charge": 1, "elements": ["H", "C", "H", "H", "C", "H", "H", "H", "C", "H", "H", "C", "H", "H", "C", "C", "H", "H", "H", "N", "H", "Se", "H", "C", "C", "Te", "H", "C", "H", "C", "H", "C", "F", "C", "W", "Se", "C", "C", "C", "C", "H", "C", "H", "H", "Te", "C"], "coordinates": [[1.1617, 1.5245, 1.2287], [-1.1589, -2.2708, -1.3391], [2.9052, 0.1863, 3.3434], [3.3494, 0.2366, 1.6368], [-0.4237, -2.9811, 0.9221], [-2.9338, -1.1171, -0.8080], [-1.9383, -0.3541, -2.0532], [-3.2552, 4.1573, -1.1331], [1.2753, 0.8109, 2.0474], [-1.5141, 3.7664, -2.8960], [-3.3316, 2.6959, 0.8525], [-2.5660, 2.5428, 0.1043], [0.1787, -1.5133, -2.8862], [0.8881, 2.3298, 3.5381], [2.7614, 0.7328, 2.4094], [-2.5306, 3.3644, -1.0159], [0.5658, 0.6940, 4.1038], [3.1660, 1.7359, 2.5504], [0.1643, -3.6270, 2.8779], [0.3122, 0.2972, -0.6712], [-0.8876, -3.9283, 0.6770], [2.3641, 0.0695, -4.1348], [-0.8177, -2.8634, -3.3816], [-2.3012, -1.3097, -1.6753], [-1.6477, 1.5175, 0.2817], [3.0866, -1.6244, -0.7471], [1.1313, -1.4480, 3.4928], [0.1826, -0.7523, 0.3226], [-0.5691, 1.4871, 3.0124], [-1.5681, 3.1657, -1.9992], [-1.7059, 0.8573, 1.1354], [0.4882, 1.3590, 3.2428], [0.3004, 1.8327, -2.7167], [-0.2438, -2.4606, -2.5457], [1.9343, 0.5439, -1.7621], [2.9414, 2.4033, -1.0436], [-0.6576, 1.3200, -0.6740], [0.1606, -2.8121, 2.1662], [0.7096, -1.5905, 2.5059], [0.7185, -0.5325, 1.6013], [0.5791, -3.1449, -2.3361], [-0.4403, -1.9635, -0.0291], [-2.9248, -1.7486, -2.4552], [-1.6228, -3.2436, -1.1609], [4.3877, -0.5035, -2.8203], [-0.6738, 2.1586, -1.7685]], "atomic_forces_ev_per_a": [[0.025, -0.040, 0.004], [-0.038, 0.005, -0.004], [0.004, -0.028, -0.019], [0.013, 0.035, -0.013], [0.006, 0.015, 0.018], [0.001, 0.006, -0.003], [0.005, 0.006, -0.008], [-0.001, 0.000, 0.000], [-0.020, 0.013, -0.010], [-0.006, 0.001, 0.002], [0.001, 0.004, -0.001], [-0.008, 0.000, 0.000], [-0.002, -0.007, 0.010], [-0.004, 0.005, -0.005], [-0.003, -0.010, 0.013], [-0.013, 0.001, 0.018], [0.005, -0.002, 0.001], [-0.004, 0.000, 0.031], [-0.002, 0.001, -0.003], [0.074, -0.153, -0.084], [0.001, -0.004, -0.001], [-0.124, -0.120, -0.509], [-0.003, -0.012, 0.003], [0.004, -0.005, 0.016], [0.015, 0.012, 0.007], [-0.130, 0.008, 0.012], [0.001, 0.008, 0.000], [-0.179, -0.125, -0.022], [-0.012, -0.003, 0.001], [0.027, 0.007, -0.025], [-0.004, 0.000, 0.016], [-0.002, 0.016, -0.017], [0.044, 0.045, -0.094], [0.029, 0.027, -0.019], [0.484, 0.687, 0.506], [-0.099, -0.280, -0.076], [-0.046, -0.101, -0.022], [-0.005, -0.025, 0.009], [0.012, 0.003, 0.002], [0.024, 0.073, 0.018], [-0.009, -0.002, 0.002], [0.009, -0.020, 0.087], [-0.003, -0.002, 0.003], [-0.015, 0.010, 0.007], [0.064, -0.019, 0.068], [-0.114, -0.034, 0.079]], "nbo_charge": [0.208, -0.246, 0.214, 0.203, -0.202, 0.219, 0.192, 0.239, -0.266, 0.254, 0.236, -0.194, 0.174, 0.222, -0.600, -0.189, 0.209, 0.222, 0.230, -0.699, 0.223, -0.073, 0.228, -0.598, -0.170, 0.220, 0.225, 0.180, 0.208, -0.246, 0.233, -0.590, -0.322, -0.588, 0.389, 0.167, 0.050, -0.186, -0.214, -0.029, 0.217, -0.035, 0.225, 0.217, 0.520, 0.325]}


(4)
{"formula": "C3H7NP2S", "method": "wB97M-V/def2-TZVPD", "homo_lumo_gap_ev": 7.91, "e_above_lowest_kj_mol": 118.58, "smiles": "C=PN(P=C)SC", "elements": ["P", "P", "H", "N", "S", "H", "C", "H", "H", "H", "H", "C", "H", "C"], "coordinates": [[-0.0610, 1.0737, -1.4186], [1.3157, -0.6395, 0.7864], [0.2038, -1.5673, -1.1114], [0.2042, 0.5786, 0.2556], [-0.5455, 1.4288, 1.5986], [-2.4955, 0.3730, 0.8241], [-2.0559, 0.3754, 1.7104], [1.6507, 0.7852, -3.0333], [2.3173, 0.9222, -1.2376], [-2.6582, 0.9956, 2.4450], [1.3100, -2.8146, -0.4638], [0.9282, -1.7317, -0.3881], [-1.6082, -0.6616, 2.0034], [1.4944, 0.8822, -1.9707]], "atomic_forces_ev_per_a": [[0.788, -0.470, 0.911], [-0.638, -0.455, -0.659], [-1.216, 0.466, -1.190], [-0.153, 1.687, 0.570], [-0.163, -0.678, -1.447], [-2.007, -0.155, -3.878], [3.425, 0.068, 4.948], [0.382, 0.303, -0.107], [-0.270, -0.495, -0.832], [0.417, -1.512, -0.464], [-0.116, 1.918, 0.398], [1.768, -3.249, 1.429], [-1.619, 1.787, -0.140], [-0.599, 0.785, 0.460]], "nbo_charge": [0.914, 0.919, 0.205, -1.260, 0.382, 0.201, -0.720, 0.228, 0.230, 0.230, 0.233, -0.897, 0.229, -0.896]}


(5)
{"formula": "C4H5FN2", "method": "wB97M-V/def2-TZVPD", "homo_lumo_gap_ev": 9.82, "e_above_lowest_kj_mol": 146.73, "smiles": "Cc1nc(F)c[nH]1", "elements": ["H", "C", "C", "H", "F", "N", "H", "H", "N", "H", "C", "C"], "coordinates": [[-1.0982, 2.1265, 0.4701], [1.0789, -0.1121, 0.0259], [-0.9924, -0.1194, -0.0048], [-2.9089, -0.4058, 1.0321], [2.3078, -0.6998, -0.0233], [-0.5848, 1.2061, -0.0443], [1.6442, 1.9126, -0.1264], [-2.3933, -1.6071, -0.3467], [-0.0088, -0.9502, 0.0804], [-3.2026, 0.0762, -0.8031], [-2.4256, -0.5236, -0.0397], [0.8964, 1.1558, -0.0264]], "atomic_forces_ev_per_a": [[1.586, -3.821, -2.218], [2.416, -5.038, 0.223], [-1.207, 1.805, 0.538], [0.922, -0.425, -2.114], [-0.758, 0.305, 0.115], [0.516, 3.679, 1.589], [-0.372, 0.606, 0.029], [-0.451, 1.115, 0.502], [0.794, 0.441, -0.779], [2.545, -1.440, 1.944], [-2.762, 0.297, 0.069], [-3.230, 2.475, 0.103]], "nbo_charge": [0.434, 0.475, 0.376, 0.234, -0.324, -0.569, 0.236, 0.255, -0.481, 0.235, -0.669, -0.201]}